(1)
Below is C4H12CoFN4O8 as an isolated structure in a non-equilibrium geometry, with properties calculated with wB97M-V/def2-TZVPD.

CARTESIAN COORDINATES (ANGSTROEM)
Co: -0.29 -2.31 -1.06
F: 0.24 -0.40 -0.55
C: 1.56 1.68 1.38
N: 2.20 2.76 2.21
O: 1.86 3.87 1.92
O: 3.08 2.48 3.03
H: 1.62 2.10 0.38
H: 0.53 1.39 1.64
H: 2.15 0.79 1.58
C: 3.21 -1.25 0.41
N: 4.31 -0.92 1.38
O: 4.11 -1.08 2.56
O: 5.36 -0.66 0.87
H: 3.04 -0.39 -0.24
H: 2.28 -1.42 0.96
H: 3.37 -2.23 -0.04
C: -2.58 0.23 0.88
N: -2.80 -1.23 0.94
O: -2.14 -2.02 0.24
O: -3.46 -1.71 1.83
H: -3.49 0.76 1.12
H: -2.33 0.47 -0.15
H: -1.77 0.44 1.58
C: -2.96 0.36 -3.54
N: -2.75 -0.90 -2.82
O: -3.74 -1.58 -2.57
O: -1.60 -1.24 -2.64
H: -2.62 1.27 -3.04
H: -4.01 0.52 -3.79
H: -2.38 0.25 -4.45

* Kohn-Sham gap (alpha / beta): 6.0 / 9.6 eV
* multiplicity: 5
* highest occupied orbital energy (alpha / beta): -7.212 / -10.904 eV
* energy: -2462.6961 Ha

***

(2)
Below is C2H4ClN2 as an isolated structure in a non-equilibrium geometry, with properties calculated with wB97M-V/def2-TZVPD.

CARTESIAN COORDINATES (ANGSTROEM)
C: -0.52 -0.02 -0.80
C: 1.40 -0.64 0.46
N: 0.28 -0.66 -0.07
N: 2.29 -1.11 1.08
Cl: -1.87 1.32 0.57
H: -0.20 0.90 -1.29
H: -1.52 -0.37 -1.32
H: 3.21 -0.98 1.37
H: -3.08 1.56 0.00

* charge: +1
* energy relative to the best compared isomer or geometry (same formula, charge and spin): 35.4 kcal/mol
* Kohn-Sham gap: 10.3 eV
* highest occupied orbital energy: -15.843 eV
* energy: -647.9476 Ha

***

(3)
Below is one molecule with the formula CH2N2S4 in a non-equilibrium geometry, with properties calculated with wB97M-V/def2-TZVPD.

CARTESIAN COORDINATES (ANGSTROEM)
C: 0.76 -0.08 1.02
N: 1.04 -1.10 -0.01
N: 1.93 -0.98 -0.83
S: 2.15 1.09 0.94
S: 3.05 0.18 -0.59
S: -0.58 1.83 -1.07
S: -0.93 0.62 0.60
H: 0.42 -0.69 1.85
H: -1.54 1.39 -2.00

* energy relative to the best compared isomer or geometry (same formula, charge and spin): 26.3 kcal/mol
* Kohn-Sham gap (alpha / beta): 6.0 / 6.0 eV
* multiplicity: 3
* highest occupied orbital energy (alpha / beta): -5.946 / -8.918 eV
* energy: -1741.3831 Ha

***

(4)
Below is C22H30N4O4S2 as an isolated structure in a non-equilibrium geometry, with properties calculated with wB97M-V/def2-TZVPD.

CARTESIAN COORDINATES (ANGSTROEM)
O: 1.42 -4.06 0.13
N: 1.99 -4.02 -0.87
O: 2.20 -2.65 -1.35
C: 1.06 -1.86 -1.29
C: 1.02 -0.91 -0.33
C: -0.12 -0.08 -0.26
N: -0.37 0.93 0.57
S: -1.81 1.51 0.18
N: -2.21 0.51 -1.02
C: -1.18 -0.32 -1.17
C: -1.14 -1.34 -2.18
C: -2.34 -1.50 -3.07
C: -2.87 -2.94 -3.21
C: -4.39 -2.93 -3.46
S: -4.90 -2.04 -4.95
C: 0.01 -2.09 -2.24
C: 0.23 -3.17 -3.28
C: 0.22 -2.70 -4.72
C: 0.22 -1.36 -5.09
C: 0.24 -0.99 -6.42
C: 0.22 -1.93 -7.43
C: 0.21 -3.26 -7.07
C: 0.22 -3.63 -5.74
H: 1.84 -0.78 0.36
H: -3.14 -0.93 -2.61
H: -2.19 -1.07 -4.05
H: -2.68 -3.47 -2.27
H: -2.38 -3.45 -4.03
H: -4.86 -2.47 -2.59
H: -4.74 -3.95 -3.57
H: -4.28 -0.86 -4.84
H: 1.24 -3.55 -3.12
H: -0.43 -4.01 -3.13
H: 0.22 -0.57 -4.35
H: 0.27 0.06 -6.70
H: 0.22 -1.61 -8.47
H: 0.19 -4.04 -7.82
H: 0.24 -4.68 -5.46
C: 2.91 5.21 6.52
O: 2.97 4.67 5.21
C: 3.54 3.37 5.14
C: 2.50 2.33 4.81
N: 1.58 2.12 5.92
C: 0.39 1.33 5.59
C: -0.56 1.86 4.52
O: -1.28 3.02 4.89
C: -0.59 4.24 4.73
H: 2.65 6.27 6.42
H: 2.14 4.73 7.13
H: 3.87 5.13 7.03
H: 4.08 3.12 6.06
H: 4.27 3.39 4.33
H: 3.00 1.38 4.58
H: 1.98 2.66 3.90
H: 1.28 3.01 6.28
H: -0.19 1.22 6.52
H: 0.71 0.32 5.31
H: -1.32 1.08 4.37
H: -0.07 2.00 3.55
H: 0.09 4.22 3.88
H: -0.03 4.50 5.64
H: -1.33 5.03 4.57

* energy relative to the best compared isomer or geometry (same formula, charge and spin): 64.2 kcal/mol
* Kohn-Sham gap: 7.9 eV
* highest occupied orbital energy: -8.637 eV
* energy: -2172.5166 Ha

***

(5)
Below is C48H36NP3ReS2Se as an isolated structure, with properties calculated with wB97M-V/def2-TZVPD.

CARTESIAN COORDINATES (ANGSTROEM)
Re: -0.45 0.05 -0.78
S: -0.39 -2.29 0.17
P: -1.01 -1.24 1.80
C: -0.91 0.40 1.30
P: 0.48 1.32 1.67
S: 1.87 0.66 0.34
C: 1.03 1.33 3.40
C: 0.12 1.74 4.37
C: 0.52 1.82 5.69
C: 1.82 1.50 6.05
C: 2.73 1.09 5.09
C: 2.33 1.00 3.76
C: 0.13 3.08 1.42
C: -1.18 3.51 1.30
C: -1.45 4.86 1.15
C: -0.41 5.77 1.11
C: 0.90 5.34 1.24
C: 1.18 4.00 1.39
C: -0.03 -1.75 3.23
C: 1.28 -2.20 3.05
C: 2.04 -2.54 4.15
C: 1.52 -2.44 5.43
C: 0.21 -1.99 5.61
C: -0.56 -1.66 4.52
C: -2.70 -1.71 2.18
C: -2.99 -3.03 2.52
C: -4.30 -3.41 2.76
C: -5.32 -2.46 2.67
C: -5.03 -1.15 2.33
C: -3.72 -0.77 2.09
H: -0.89 1.99 4.09
H: -0.19 2.14 6.45
H: 2.13 1.57 7.09
H: 3.74 0.84 5.37
H: 3.03 0.67 3.00
H: -1.98 2.77 1.30
H: -2.48 5.19 1.05
H: -0.63 6.83 0.99
H: 1.71 6.06 1.21
H: 2.20 3.65 1.47
H: 1.68 -2.27 2.05
H: 3.06 -2.89 4.01
H: 2.12 -2.71 6.29
H: -0.20 -1.91 6.61
H: -1.58 -1.32 4.66
H: -2.20 -3.77 2.57
H: -4.53 -4.43 3.02
H: -6.35 -2.76 2.85
H: -5.83 -0.43 2.23
H: -3.47 0.24 1.80
C: -1.93 -0.91 -6.75
C: -2.34 -0.13 -5.69
C: -1.63 -0.16 -4.49
C: -0.52 -0.98 -4.36
C: -0.10 -1.76 -5.45
C: -0.81 -1.72 -6.63
P: 0.47 -0.94 -2.84
C: 1.22 -2.58 -2.69
C: 0.44 -3.72 -2.89
C: 0.97 -4.97 -2.64
C: 2.27 -5.10 -2.18
C: 3.04 -3.97 -1.96
C: 2.52 -2.71 -2.20
C: 1.74 0.28 -3.25
C: 2.85 0.12 -4.03
C: 3.58 1.25 -4.45
C: 3.14 2.50 -4.14
C: 1.98 2.71 -3.35
C: 1.46 3.99 -3.06
C: 0.31 4.12 -2.34
C: -0.33 2.98 -1.80
C: 0.17 1.71 -1.98
C: 1.30 1.58 -2.85
H: -2.49 -0.89 -7.68
H: -3.21 0.50 -5.77
H: -1.94 0.46 -3.67
H: 0.77 -2.39 -5.36
H: -0.49 -2.33 -7.47
H: -0.58 -3.62 -3.24
H: 0.36 -5.85 -2.79
H: 2.68 -6.08 -1.98
H: 4.05 -4.06 -1.58
H: 3.12 -1.83 -2.01
H: 3.15 -0.87 -4.36
H: 4.46 1.11 -5.06
H: 3.68 3.37 -4.50
H: 1.98 4.87 -3.44
H: -0.11 5.09 -2.14
H: -1.22 3.13 -1.20
Se: -5.20 -0.32 -1.97
C: -3.50 -0.15 -1.56
N: -2.36 -0.04 -1.30

* energy relative to the best compared isomer or geometry (same formula, charge and spin): 3.4 kcal/mol
* Kohn-Sham gap (alpha / beta): 7.4 / 6.7 eV
* multiplicity: 4
* highest occupied orbital energy (alpha / beta): -7.024 / -7.538 eV
* energy: -6205.7145 Ha

***

(6)
Below is C23H45Cl3N2O3PSiYb as an isolated structure in a non-equilibrium geometry, with properties calculated with wB97M-V/def2-TZVPD.

CARTESIAN COORDINATES (ANGSTROEM)
C: 2.37 -2.49 -6.70
C: 1.78 -1.62 -7.74
H: 1.97 -3.51 -6.75
H: 2.14 -2.10 -5.68
H: 3.46 -2.56 -6.81
C: 1.70 -2.09 -9.01
C: 2.08 -3.47 -9.42
H: 1.44 -1.45 -9.85
H: 1.64 -4.25 -8.78
H: 3.17 -3.63 -9.42
H: 1.77 -3.67 -10.45
Yb: 0.73 -0.03 -3.78
Cl: 2.20 1.19 -1.98
Cl: 1.85 -2.28 -3.61
C: -0.23 3.13 -2.72
O: -0.72 2.01 -2.98
N: -0.86 4.31 -2.88
C: -2.29 4.36 -3.20
C: -0.07 5.49 -3.19
H: 0.79 3.21 -2.32
H: -2.87 3.78 -2.47
H: -2.50 3.97 -4.20
H: -2.59 5.41 -3.17
H: 0.82 5.52 -2.55
H: -0.69 6.38 -3.05
H: 0.26 5.49 -4.24
H: -0.37 -4.73 -0.84
H: -0.21 -3.44 -3.86
C: -1.38 -4.42 -1.13
C: -1.22 -3.68 -3.50
N: -1.34 -3.35 -2.09
H: -1.92 -4.11 -0.23
C: -1.25 -2.07 -1.68
O: -0.63 -1.15 -2.24
H: -1.96 -3.13 -4.09
H: -1.85 -1.86 -0.78
H: -1.87 -5.28 -1.59
H: -1.41 -4.74 -3.61
O: 0.61 -0.06 -6.14
C: 1.51 -0.16 -7.36
C: -0.01 0.25 -9.38
C: 1.01 0.68 -8.52
H: -0.48 -0.72 -9.23
C: -0.43 1.07 -10.44
H: 2.47 0.24 -6.98
C: 1.72 1.84 -8.85
H: -1.28 0.76 -11.05
C: 0.26 2.25 -10.73
C: 1.35 2.63 -9.94
H: 2.59 2.11 -8.24
H: -0.07 2.91 -11.54
H: 1.91 3.54 -10.17
Si: -1.05 0.57 -6.05
Cl: -0.23 -1.22 1.01
C: -2.22 0.16 -7.44
C: -0.65 2.37 -6.02
C: -1.89 -0.30 -4.65
H: -2.06 0.69 -8.40
H: -3.21 0.48 -7.07
H: -2.26 -0.92 -7.64
H: -2.89 -0.54 -5.03
H: -2.01 0.27 -3.72
H: -1.43 -1.27 -4.42
H: -0.38 2.70 -7.03
H: 0.19 2.62 -5.36
H: -1.54 2.93 -5.69
C: -2.47 -0.15 2.94
P: -0.92 0.32 2.15
C: -1.02 1.61 0.90
C: 0.39 0.57 3.34
H: -3.31 -0.08 2.23
H: -2.68 0.56 3.76
H: -2.39 -1.16 3.38
H: -1.35 2.54 1.38
H: -0.05 1.78 0.41
H: -1.77 1.32 0.14
H: 0.10 1.35 4.05
H: 0.56 -0.37 3.89
H: 1.30 0.89 2.81

* Kohn-Sham gap (alpha / beta): 3.7 / 6.4 eV
* multiplicity: 2
* highest occupied orbital energy (alpha / beta): -3.354 / -6.113 eV
* energy: -4408.8065 Ha

***

(7)
Below is C3H7N3O as an isolated structure, with properties calculated with wB97M-V/def2-TZVPD.

CARTESIAN COORDINATES (ANGSTROEM)
C: 1.58 -0.64 0.05
N: 0.33 0.05 0.41
C: 0.10 1.46 -0.29
O: 0.97 2.30 -0.25
N: -1.09 1.20 -0.73
C: -0.98 -0.58 0.01
N: -1.76 -0.86 0.97
H: 1.60 -0.80 -1.03
H: 1.63 -1.60 0.57
H: 2.43 -0.02 0.33
H: 0.26 0.16 1.42
H: -1.67 1.90 -1.15
H: -0.91 -1.06 -0.97
H: -2.48 -1.51 0.67

* energy relative to the best compared isomer or geometry (same formula, charge and spin): 57.3 kcal/mol
* Kohn-Sham gap: 9.7 eV
* highest occupied orbital energy: -8.945 eV
* energy: -357.9586 Ha

***

(8)
Below is C5H7NO as an isolated structure in a non-equilibrium geometry, with properties calculated with wB97M-V/def2-TZVPD.

CARTESIAN COORDINATES (ANGSTROEM)
C: 1.60 0.35 -0.40
C: 0.20 0.33 -0.27
C: -0.86 1.11 0.08
C: -2.11 0.42 0.28
C: -1.64 -0.88 0.02
H: 2.42 -0.19 1.47
H: 2.18 -1.02 -0.08
H: 1.79 1.70 -0.24
H: 1.76 0.07 -1.39
H: -0.57 2.39 -0.04
H: -3.07 0.68 0.51
H: -2.63 -1.93 -0.07
N: 2.54 -0.33 0.48
O: -0.34 -0.92 -0.23

* energy relative to the best compared isomer or geometry (same formula, charge and spin): 143.0 kcal/mol
* Kohn-Sham gap: 9.7 eV
* highest occupied orbital energy: -8.736 eV
* energy: -324.4966 Ha